The following is a quantum chemistry calculation of a 2-piece molecular cluster, C5H9NO3 overall in a non-equilibrium geometry, from the Open Molecules 2025 dataset.

## Properties
Net charge = 0
Largest force on an atom = 3.38 eV Å⁻¹
Calculated total energy = -476.31831 Eh
Gap between HOMO and LUMO = 8.4301 eV
LUMO = 0.64 eV
Structure (SMILES) = CNC(C)=C=O.O=CO

Element x y z (Å)
C1 -0.138 -1.046 -1.186
C2 -0.182 0.184 -0.801
C3 -1.492 0.851 -1.004
C4 2.241 0.305 -0.358
C5 -0.474 -0.841 1.763
N1 0.987 0.966 -0.425
O1 -0.295 -2.092 -1.673
O2 -1.825 -0.799 1.733
O3 0.255 0.099 2.065
H1 -2.124 0.013 -1.323
H2 -1.377 1.577 -1.816
H3 -1.850 1.192 -0.064
H4 2.402 -0.451 -1.105
H5 3.124 1.008 -0.426
H6 2.305 -0.433 0.508
H7 -0.119 -1.899 1.428
H8 -2.295 -0.109 2.204
H9 0.856 1.474 0.480

Cartesian forces (eV/Å) of the 6 atoms listed first:
C -0.3 -0.9 -0.7
C 2.5 2.1 0.8
C 0.3 -1.2 -1.0
C 1.6 -1.5 1.0
C 1.2 0.9 0.1
N -1.5 0.9 0.2